1.
140
Properties=species:S:1:pos:R:3:forces:R:3 method="wB97M-V/def2-TZVPD" total_energy_ha=-3695.17536 gap_ha=0.3229 charge=-1 fmax_ev_per_a=3.47
N -27.17694 8.52111 5.22170 -1.864 -1.148 1.913
C -21.59238 12.29275 0.42339 0.470 1.951 0.456
H -22.14073 17.07807 3.51137 -0.092 0.100 -0.993
H -23.00544 12.76766 8.67897 0.256 0.002 -0.386
H -21.06713 12.06777 11.46770 -0.085 0.078 0.071
C -20.84276 13.06513 11.05889 1.218 2.042 1.853
H -25.34745 7.80927 5.01644 0.854 -0.427 0.564
C -28.16937 11.97281 6.71041 0.179 -2.085 0.424
N -22.83192 7.19421 7.65502 -1.002 0.548 2.323
H -21.79992 6.02660 9.13729 0.032 0.899 0.308
H -25.92943 7.34250 6.68248 -0.981 -0.415 -0.652
N -18.10426 15.23286 6.31813 0.295 -0.769 0.047
H -24.74040 16.38028 6.01056 -0.180 0.256 -0.025
C -25.25382 15.93858 3.10251 0.211 -1.160 2.432
H -20.69942 17.41140 4.27634 0.533 -0.516 0.275
C -22.32102 13.14152 5.00246 -1.350 -2.707 0.131
H -27.99938 8.98503 8.26372 0.605 0.319 -0.440
O -19.49102 16.82702 6.91938 0.731 0.814 1.420
H -20.24412 9.11407 1.11755 -0.172 0.166 -0.248
C -19.74677 12.59061 -1.08382 -0.028 2.052 0.046
H -21.17965 11.30290 0.61820 -0.617 -0.126 -0.669
H -26.53854 14.17284 -0.30634 -0.614 0.479 -0.300
O -25.70527 16.72335 -0.27942 0.399 0.136 -0.953
C -25.03261 15.89209 6.94029 1.468 -0.186 0.583
F -21.27496 13.19397 4.17656 -0.342 0.413 0.112
F -21.84053 12.71365 6.21438 -0.197 1.665 -0.471
H -19.83804 11.51026 -1.27546 -0.289 0.036 0.527
C -20.66163 14.57050 0.09325 -0.373 0.017 0.242
O -23.01853 10.43899 4.87777 -0.232 2.619 -0.324
H -22.05571 5.23189 7.72444 -0.440 0.189 -0.592
H -27.77686 13.14436 -1.13437 -0.373 -0.242 0.683
C -19.29646 9.21107 1.64729 0.203 -0.211 -1.541
C -22.53446 7.39680 6.36287 1.497 -2.528 -1.840
C -23.50271 8.25178 8.42978 0.206 -0.102 -0.297
H -18.66473 8.40335 1.27769 -0.067 -0.195 0.363
H -18.71380 16.59422 1.63549 -0.088 -0.096 -0.094
H -19.91073 15.15591 -0.43736 -0.064 -0.225 0.081
N -19.51143 9.14016 3.04151 0.996 -2.186 2.038
H -26.64834 14.16430 5.66493 0.171 0.218 -0.298
H -19.99452 14.94313 9.40424 -0.322 -0.376 0.426
C -27.05817 9.57263 4.25930 0.594 0.896 -0.375
H -20.69982 10.74698 3.17127 -0.062 0.671 0.366
C -18.72370 15.00226 4.97738 0.532 0.569 0.518
H -26.64899 16.62499 8.89112 0.220 -0.201 0.240
H -22.69418 11.59740 9.89448 0.491 0.064 0.326
H -26.87165 15.82812 4.99210 0.089 -0.189 0.166
H -23.53390 9.17508 7.85128 -0.217 -0.139 -0.267
H -19.60649 7.89363 4.72616 -0.175 -0.239 -0.159
H -25.48260 10.89021 1.34976 0.308 -0.296 0.051
H -25.72721 15.07597 3.57145 -0.228 -0.362 -0.265
N -26.50103 12.31386 0.43614 -0.809 -0.660 -0.423
H -24.48526 14.94949 6.94392 -0.340 -0.515 -0.271
H -24.28347 14.64042 0.13800 -0.833 0.055 0.001
H -18.19645 15.69219 4.31852 -0.736 0.445 -0.257
H -28.13189 15.12454 5.97937 0.089 -0.189 0.089
H -20.84856 15.88245 3.30981 0.040 0.018 0.069
H -27.43862 12.73265 6.39283 0.102 -0.297 0.827
H -26.70702 11.85477 9.36474 0.097 -0.189 0.414
C -19.82275 10.40024 3.71772 -0.847 -0.867 -0.309
H -28.40507 12.30610 1.33102 -0.080 -0.097 -0.046
N -25.18025 15.77166 1.72259 1.077 0.434 -1.949
O -24.75099 11.11829 -0.51816 0.244 0.339 -1.083
C -27.05202 15.16224 5.83600 -0.391 0.626 0.962
C -25.51378 11.39163 0.37006 -0.734 -0.379 2.102
H -23.34449 5.36933 8.87577 -0.875 0.696 -0.456
C -27.36779 12.49960 1.60436 0.374 -0.161 -0.605
O -20.20471 13.92707 11.70774 -0.829 -1.838 -1.064
H -27.09746 11.83404 2.42415 0.211 0.165 -0.051
C -17.16383 14.23930 6.72640 1.258 0.201 -0.546
C -22.56934 5.94468 8.36958 1.544 -0.812 -0.406
H -24.82357 13.77933 1.65431 0.660 -0.350 -0.326
C -19.35605 7.85386 3.65476 1.361 1.403 -1.388
C -27.22950 16.13282 8.09551 2.516 0.866 -0.721
C -21.20822 18.29406 1.25086 2.104 -0.284 2.074
C -28.50042 9.95274 8.28816 -1.551 0.964 -0.939
H -22.44843 12.49466 -0.22043 -0.360 -1.268 0.063
H -20.49656 18.86662 0.63612 -0.319 -0.035 -0.640
H -27.89206 9.62712 3.55947 -0.042 -0.359 0.098
C -22.18856 12.26948 9.20110 0.699 0.563 -0.126
H -18.79298 10.11642 1.30823 -0.123 0.336 0.332
H -27.31073 13.54861 1.89491 0.083 0.033 0.322
O -28.37256 6.73285 6.01308 -0.737 1.444 -0.387
N -26.44207 15.74000 7.05615 -0.760 -0.670 -0.926
H -20.09568 10.28250 4.76641 -0.122 -0.392 -0.093
H -29.21921 8.34916 4.98185 -0.150 -0.328 0.048
H -24.53469 16.39681 7.76820 -0.561 0.538 0.159
C -25.93275 8.09228 5.89133 0.229 0.689 -1.045
O -29.16544 11.79079 6.06279 -1.169 0.254 -0.564
H -26.11169 13.03178 -1.49739 0.257 -0.456 0.222
C -26.49855 11.38493 8.40354 -0.711 0.938 0.380
H -20.63854 14.72177 1.17246 0.360 0.329 0.156
H -16.41895 14.16065 5.93452 -0.310 -0.977 -0.515
H -18.64159 18.36087 1.40134 -0.193 -0.087 -0.104
H -17.70479 13.32905 6.98507 0.639 -0.301 0.031
O -22.06906 6.47529 5.65777 -0.704 1.771 0.897
O -23.78077 12.04729 3.10492 0.812 -0.214 1.030
H -26.91591 10.57945 4.65195 -0.239 0.006 0.605
F -22.98647 14.30679 5.00098 1.212 -0.345 0.655
H -24.27578 15.88509 3.58069 0.352 0.598 -0.004
H -21.50237 11.73462 8.54446 -0.728 -0.395 -0.431
S -23.58895 11.77517 4.53738 -2.865 -1.467 -0.549
N -21.33338 13.27676 9.84451 -0.070 -0.214 -0.393
H -25.87545 12.12128 7.89597 -0.255 -0.137 -0.589
H -25.83751 16.77254 3.49229 0.264 0.377 -0.671
N -20.53317 13.16578 -0.12676 0.325 -2.796 -0.174
C -28.36448 7.82016 5.43106 2.482 -0.456 0.097
H -26.12104 9.43995 3.71866 -0.019 -0.337 -0.444
H -19.81239 15.05269 4.95928 0.310 0.646 0.261
H -21.67064 14.87439 -0.18545 -0.061 0.300 -0.392
H -22.66132 8.41154 5.95492 -0.291 -0.044 0.319
H -25.95573 17.62144 1.51939 0.019 0.283 -0.106
H -21.87171 12.68675 1.40055 -0.017 -0.058 0.184
C -26.79560 13.17463 -0.66075 1.124 1.263 -0.874
H -18.50377 14.04654 4.50165 0.392 -0.435 0.911
N -27.81148 11.13292 7.75288 2.840 0.169 0.624
H -21.72878 15.10601 8.95017 0.103 0.532 0.444
N -20.47143 17.68125 2.26033 0.326 0.170 -1.539
H -23.00635 8.53540 9.35783 0.435 -0.426 0.078
O -24.87264 12.05532 5.28342 2.833 0.071 -0.497
C -19.00506 17.56090 2.04634 -0.906 0.159 0.789
H -24.50697 7.93081 8.70643 -0.162 0.091 -0.115
C -24.35049 14.66284 1.22571 -0.655 0.075 0.009
C -18.48567 16.18449 7.21001 -1.955 -0.757 -2.710
C -20.88558 14.42294 9.05280 -1.164 0.145 -0.732
H -17.83646 16.20222 8.09906 -0.324 0.394 0.099
H -25.86726 10.51464 8.58293 -0.384 -0.350 -0.295
H -23.29146 14.72425 1.47629 -0.061 0.249 0.903
H -25.44156 8.92701 6.39139 -0.084 0.548 -0.427
C -25.58667 16.77788 0.91574 -0.842 -0.253 0.592
H -18.50509 17.68620 3.00677 0.013 -0.014 0.069
O -28.41405 16.10004 8.09972 -2.416 -0.399 0.281
H -28.85845 10.08979 9.30852 0.282 0.376 0.216
H -29.41106 9.88149 7.69337 -0.045 -0.306 -0.075
O -18.98858 13.27183 -1.74784 0.629 -0.213 -0.482
O -22.39494 18.32968 1.20874 -1.634 0.023 -0.480
O -18.85768 6.88063 3.07875 -1.325 1.595 0.985
H -16.45226 14.58815 7.47479 -0.743 0.060 0.856
C -21.06890 16.94871 3.36119 0.053 0.558 0.505
H -19.02448 11.14207 3.69392 0.272 -0.126 -0.376
H -20.75681 14.16291 8.00213 0.409 -0.617 0.039

***

2.
134
Properties=species:S:1:pos:R:3:forces:R:3 method="wB97M-V/def2-TZVPD" total_energy_ha=-4248.14306 gap_ha=0.3222 fmax_ev_per_a=4.42
C 3.21108 3.00303 -3.89298 -0.357 -1.827 1.131
H -0.24238 -2.55751 -4.23727 -0.414 0.043 -0.177
H 5.77198 -1.18176 -2.23227 0.468 0.354 -0.770
C -6.64223 2.34057 1.09289 -0.053 -0.624 -0.973
H 4.04669 2.83071 -3.21463 0.322 0.091 -0.340
H -2.08220 1.73381 -4.81329 0.094 -0.121 -0.231
H -0.27743 6.77585 -1.57258 0.113 -0.084 0.158
C 3.56165 1.82919 1.39307 1.720 0.635 -0.466
C -0.87315 -0.79695 7.31740 1.494 -0.775 0.243
H -3.73123 0.63242 4.98830 -0.236 0.075 1.054
H 3.27672 0.79188 1.62759 -0.490 0.306 0.182
O -1.86821 0.14217 6.85263 0.708 0.316 -1.306
H -3.95507 -1.28508 1.29713 -0.233 0.449 0.349
C -0.24974 0.21360 2.13436 0.539 -0.742 0.768
O -2.77196 -1.25600 -5.02303 1.141 0.672 0.789
H 0.05335 -1.44078 -5.61282 0.658 0.108 0.251
H -2.49404 -4.33737 -0.80693 -0.073 0.072 -0.266
H -0.27288 5.24796 -2.46344 -0.541 -0.312 0.361
H -9.10014 -0.55105 2.52274 -0.053 0.001 -0.624
C -0.78597 -2.06146 6.43519 0.190 1.556 0.426
H 1.12706 2.92291 -3.46787 -0.499 -0.559 -0.061
H 1.59067 3.43578 -0.53621 0.133 -0.478 0.029
H 0.49661 0.98771 2.31277 -0.306 0.396 0.274
C 5.41584 -2.69144 -6.32945 0.426 -0.463 -1.003
H 0.59913 -1.12991 -3.79037 0.484 0.388 -0.618
H -1.03869 -1.10333 8.35027 -1.196 0.364 -0.078
H 1.95223 1.99097 -2.21893 0.632 0.629 0.103
H -6.18382 -4.03377 2.73223 -0.264 -0.111 0.120
C -4.82429 -1.93154 1.41818 1.103 -0.122 1.164
H 2.39784 1.42021 3.66287 -0.506 0.231 -0.176
H 1.84975 -2.97017 -1.03624 -0.159 -0.080 0.180
O 5.08336 3.76427 -5.85221 0.480 0.961 -0.037
H -4.44566 2.56520 1.08139 -0.016 -0.176 0.188
C 4.56917 -3.54008 1.70866 -0.999 0.512 0.375
H -2.79837 1.50549 3.96155 0.759 0.490 0.111
O 3.46985 2.38040 -5.19450 -1.419 0.207 1.060
H -7.07483 3.32337 0.90560 -0.353 0.180 1.276
C 0.53835 3.31492 -0.27905 0.458 1.586 -0.624
H 6.27194 -2.10534 -6.66363 0.144 0.189 0.883
O -7.41136 1.34156 1.78271 -3.080 0.610 1.740
H 5.67128 -3.74523 -6.44081 -0.045 -0.017 -0.242
C -0.49450 -3.58918 -0.86844 -0.618 0.712 2.032
C 4.83221 -2.58083 -4.95464 -1.968 -0.822 -1.486
C 0.29611 -0.05193 -0.13747 -1.528 -0.002 -1.203
H 3.11875 1.89357 -7.58129 0.325 -0.233 -0.162
H -0.03519 3.07961 -1.17559 -0.095 -0.858 0.380
O 0.23164 -3.73574 -2.03397 -1.325 -0.510 2.793
H 1.81957 1.23953 -3.69086 -0.107 0.373 -0.671
H -0.07386 -1.85009 5.63750 -0.530 -0.024 -0.493
H 0.28827 -0.72114 2.29215 0.025 -0.129 0.250
C -9.25911 0.36064 3.09863 1.263 -1.261 -0.648
H -2.67878 0.43472 1.15948 -0.162 0.408 0.305
H 2.86599 -0.61818 -3.16672 0.074 -0.080 0.104
H -1.82353 -2.18695 6.12566 0.289 -0.925 -0.399
C 3.75017 -0.40916 -2.56453 1.571 -1.288 -0.890
H -7.39632 -2.89431 2.01906 0.422 0.219 -0.242
O -0.10582 -3.52805 0.31231 0.711 -0.501 -3.136
H -1.90397 1.96593 0.69101 -0.109 0.069 -0.316
H 2.56856 -5.04566 -0.42911 0.263 -0.042 0.055
N 3.54698 2.69439 2.44235 -0.498 1.658 0.335
H -1.04579 0.24035 2.87847 0.043 0.232 -0.324
C -2.92088 1.35993 5.03482 -0.041 -0.599 -0.328
H -5.16999 1.31047 2.23390 0.407 -0.612 -0.964
H -5.48984 -1.74742 0.57483 -0.262 -0.401 0.352
O -0.55614 0.98380 5.06058 -3.207 -1.228 2.782
O 4.09138 2.09725 0.30386 -0.901 -0.249 0.667
C -1.65799 0.79815 5.65243 2.816 0.286 -1.478
O 3.45695 -1.16407 2.45103 0.089 -0.185 -0.290
H -2.36870 -2.60425 -0.43529 0.425 -0.263 0.597
H 1.20273 -0.55814 0.22857 -0.176 0.212 0.588
H -4.34894 -2.90814 1.50973 -0.383 -0.387 -0.655
H 1.99758 -3.27541 -2.72322 0.211 -0.156 -0.126
H 1.22269 5.89052 -1.97818 0.236 0.096 0.629
O 5.34556 -1.57373 -4.27807 -0.075 0.412 1.863
O 0.19136 0.15003 -1.34263 0.019 0.048 0.387
O 3.88631 -3.32507 -4.67366 1.802 1.454 0.697
H 0.13600 -0.40185 7.43401 -0.080 0.836 -0.599
H 4.75504 -2.49498 -2.53847 -0.710 0.074 -0.116
C 1.95558 2.23998 -3.28010 0.641 0.862 -0.657
H -2.22643 -3.01055 -2.04520 -0.027 -0.750 -0.385
C -1.30367 1.02968 -5.10684 0.534 -1.366 0.376
H -0.30173 1.39208 -4.87689 -0.116 0.050 0.483
C 4.94290 -1.47571 -2.87594 -1.445 0.911 1.124
H 1.84645 -5.90169 -1.71640 -0.306 0.089 -0.268
H 3.49567 -0.37067 -1.50537 0.066 -0.455 0.050
S -1.68026 -0.58814 -4.19481 -0.391 -0.307 -1.232
S 0.09056 5.03237 0.05380 1.751 1.534 0.476
H 2.76325 -3.46862 4.05368 0.427 0.247 -0.249
H -2.42701 0.65419 -0.49869 0.759 0.319 -0.311
H 4.84656 1.29399 -7.33947 -0.380 -0.296 -0.007
O -9.43671 2.52764 2.18442 1.710 -0.124 -0.658
H 0.42606 2.74442 0.64292 -0.280 -0.097 -0.357
C -5.26081 2.28146 1.74705 -0.618 0.061 0.552
H -1.26948 0.78417 -6.16828 -0.543 0.014 -0.010
C -0.09411 -1.51971 -4.53574 -1.476 0.522 0.496
C 2.40030 -4.98713 -1.50446 -0.713 -0.965 0.748
H 3.33393 4.92490 2.35394 -0.935 -0.596 -0.724
H -10.31806 0.33190 3.35533 0.200 0.895 -0.142
C -8.71272 1.56974 2.30311 -0.496 -0.553 0.538
H -8.66584 0.05405 3.96010 0.135 0.792 0.328
H -3.14576 2.31200 5.51556 -0.404 -0.184 -0.005
H 4.88457 -3.64718 2.74653 0.028 -0.458 -0.140
H 2.09843 3.23832 3.87121 -0.272 -0.342 0.018
H -6.73369 1.96421 0.07402 1.101 -0.219 -0.284
C 4.29704 2.90321 -6.09527 -0.032 -0.927 0.166
C 2.80798 2.42955 3.69651 1.108 -0.368 -0.696
H 4.66436 -2.45473 -7.08268 -0.380 -0.235 0.241
S 3.07924 -2.44213 1.77347 -0.234 -0.419 1.278
H 4.14628 -4.41733 1.21908 0.386 -0.381 0.340
C 0.19048 5.79382 -1.64159 0.081 -0.515 -0.133
H -0.30938 -2.86538 6.99615 -0.615 -0.205 0.129
H -7.37222 -3.05622 3.73502 0.161 -0.525 0.159
N -0.70485 0.19650 0.77628 0.377 0.405 -1.476
C -6.72867 -3.09791 2.85627 0.135 -0.114 0.817
C -1.98141 0.90253 0.46456 0.626 -1.353 0.803
C 4.05523 4.11016 2.29048 0.203 -0.652 0.250
H 5.40046 -3.14785 1.12283 -0.403 0.357 -0.116
C 1.62958 -3.71834 -1.79774 1.745 1.407 -1.230
C 4.16447 2.14204 -7.40011 0.622 1.041 0.284
O -4.48810 -1.97454 4.15790 -1.109 -0.674 -1.388
H 1.27487 -2.77366 3.45616 0.312 0.829 -0.326
H 4.59816 2.81352 -8.14114 -0.330 -0.155 -0.289
H 4.66525 4.43021 3.13519 0.571 -0.872 0.219
H 4.64617 4.18521 1.37767 -0.246 -0.073 0.105
H 1.66107 -4.28940 2.96060 0.612 -0.299 -0.797
H 3.34124 -5.11138 -2.04047 -0.048 0.538 -0.042
H -5.22336 2.83270 2.68664 -0.115 0.989 -0.329
C 2.15742 -3.33903 3.15688 -0.322 -0.273 -0.113
H 4.10690 0.59961 -2.77241 0.095 -0.146 -0.281
S -5.56529 -1.74647 3.11353 0.466 1.735 -0.651
H 3.02903 4.07748 -3.91629 0.076 -0.113 -0.589
O 1.31764 5.63716 0.76310 -1.804 -0.837 -0.724
H 3.50914 2.37422 4.52921 0.130 0.359 0.101
C -1.98213 -3.40908 -1.06052 -0.008 0.627 -0.981